Record 1
{"formula": "C5H11N", "method": "ωB97M-V/def2-TZVPD", "symbols": ["N", "C", "C", "C", "C", "C", "H", "H", "H", "H", "H", "H", "H", "H", "H", "H", "H"], "xyz": [[-0.8666, -1.0805, -1.3728], [1.0490, -0.6924, 0.9117], [-0.0025, 0.2807, 0.3855], [2.0566, 0.0215, 1.8297], [-0.8372, 0.1773, -0.6599], [-1.5922, 1.3675, -1.2143], [1.4905, 0.3889, 2.6968], [0.5024, -1.5344, 1.3596], [-1.5302, 2.1625, -0.4542], [-1.0572, 1.7686, -2.0761], [-0.0141, 1.1919, 0.9896], [2.8095, -0.7125, 2.1140], [-2.6367, 1.0827, -1.3579], [-1.5379, -1.6830, -0.9088], [1.5750, -1.1378, 0.0503], [2.4453, 0.8893, 1.2906], [0.0310, -1.5266, -1.2340]], "gap_ev": 9.6, "smiles": "CC/C=C(/C)N"}

---

Record 2
{"formula": "C5H15N3", "method": "ωB97M-V/def2-TZVPD", "symbols": ["N", "N", "N", "C", "C", "C", "C", "C", "H", "H", "H", "H", "H", "H", "H", "H", "H", "H", "H", "H", "H", "H", "H"], "xyz": [[-1.1436, 1.3378, 1.6363], [0.2375, 1.2948, 1.9569], [1.1388, -1.0622, -1.3626], [-1.2715, -1.7202, -1.2573], [-0.0908, -1.2861, -2.0730], [0.7750, -0.0556, 1.9983], [-1.2136, -0.3284, -1.8125], [0.9701, 2.1251, 1.0229], [0.1934, -0.6484, 2.7065], [1.8038, -0.0084, 2.3513], [0.4741, 3.0912, 0.9733], [1.0100, 1.6842, 0.0125], [0.7612, -0.5433, 1.0113], [1.7238, -0.3944, -1.8547], [-1.3656, 0.7166, 0.8541], [1.9850, 2.2576, 1.3929], [-1.1166, -1.8477, -0.1969], [-1.8693, -0.0710, -2.6306], [1.6622, -1.9267, -1.2680], [-1.6647, 1.0091, 2.4496], [-0.0116, -1.6935, -3.0837], [-1.9697, -2.4207, -1.6886], [-1.0179, 0.4903, -1.1379]], "gap_ev": 9.4, "smiles": "CN(C)N.NC1CC1"}

---

Record 3
{"formula": "C3H5ClN2S", "method": "ωB97M-V/def2-TZVPD", "symbols": ["Cl", "S", "N", "N", "C", "C", "C", "H", "H", "H", "H", "H"], "xyz": [[0.2396, 1.5894, -2.6424], [1.1148, 0.4888, 2.3469], [0.1048, -1.1101, -0.7474], [-0.6214, 0.5519, 2.4497], [-0.1698, 0.5159, 1.0659], [0.2539, -0.9010, -1.9634], [-0.2984, -0.8306, 0.4183], [1.1214, -1.4016, -2.4155], [-0.4631, -1.6339, 1.1107], [-0.1856, 1.5081, 0.5131], [-0.9260, 1.5797, 2.6235], [-0.1704, -0.3565, -2.7595]], "gap_ev": [7.4, 7.4]}

---

Record 4
{"formula": "C12H25KNO5P2", "method": "ωB97M-V/def2-TZVPD", "symbols": ["K", "P", "P", "O", "O", "O", "O", "O", "N", "C", "C", "C", "C", "C", "C", "C", "C", "C", "C", "C", "C", "H", "H", "H", "H", "H", "H", "H", "H", "H", "H", "H", "H", "H", "H", "H", "H", "H", "H", "H", "H", "H", "H", "H", "H", "H"], "xyz": [[-0.2708, -0.0805, 0.5042], [-1.2510, -0.4710, -2.7419], [-2.5468, 2.0916, -1.0424], [2.7914, 3.3737, 0.2158], [1.2193, -1.7024, 4.0589], [0.6246, -2.0738, 1.9254], [0.9198, 2.1973, 0.6283], [1.2966, -2.2050, -0.6640], [2.4405, -0.1773, 1.0175], [1.2575, -1.4610, 2.8517], [-2.0331, 2.2323, -2.8177], [-1.0548, -1.6228, -4.1615], [2.1687, 2.3383, 0.4884], [-4.3745, 2.0451, -1.2882], [-2.1294, 0.9198, -3.5970], [0.4382, 0.2555, -2.7104], [2.1518, -0.2577, 2.4415], [3.0683, 1.0777, 0.6159], [2.6679, -1.8634, -0.7519], [-2.2882, 3.8310, -0.5294], [3.2065, -1.3382, 0.5642], [-3.1773, 0.6372, -3.7351], [-0.6128, -1.1464, -5.0395], [1.0835, -2.2988, 0.3024], [-2.0296, -2.0366, -4.4256], [-1.2188, 3.9871, -0.3763], [-4.6521, 1.0834, -1.7215], [0.5250, 1.0270, -1.9401], [-4.7150, 2.8505, -1.9438], [3.1324, -2.1312, 1.3109], [-2.6836, 4.5522, -1.2485], [1.6305, 0.6547, 2.7487], [1.1289, -0.5462, -2.4609], [-1.7005, 1.0421, -4.5975], [3.0651, -0.3054, 3.0535], [-1.0025, 2.5957, -2.8089], [3.5028, 0.9401, -0.3779], [3.2527, -2.7355, -1.0759], [4.2774, -1.1058, 0.4617], [0.7195, 0.7001, -3.6689], [-2.6359, 3.0124, -3.2958], [3.9091, 1.3400, 1.2773], [-4.8714, 2.1317, -0.3214], [2.7954, -1.0971, -1.5257], [-2.7819, 3.9753, 0.4336], [-0.4169, -2.4481, -3.8415]], "gap_ev": 7.5, "total_charge": -1}

---

What did the fourth record say?
{"formula": "C12H25KNO5P2", "method": "ωB97M-V/def2-TZVPD", "symbols": ["K", "P", "P", "O", "O", "O", "O", "O", "N", "C", "C", "C", "C", "C", "C", "C", "C", "C", "C", "C", "C", "H", "H", "H", "H", "H", "H", "H", "H", "H", "H", "H", "H", "H", "H", "H", "H", "H", "H", "H", "H", "H", "H", "H", "H", "H"], "xyz": [[-0.2708, -0.0805, 0.5042], [-1.2510, -0.4710, -2.7419], [-2.5468, 2.0916, -1.0424], [2.7914, 3.3737, 0.2158], [1.2193, -1.7024, 4.0589], [0.6246, -2.0738, 1.9254], [0.9198, 2.1973, 0.6283], [1.2966, -2.2050, -0.6640], [2.4405, -0.1773, 1.0175], [1.2575, -1.4610, 2.8517], [-2.0331, 2.2323, -2.8177], [-1.0548, -1.6228, -4.1615], [2.1687, 2.3383, 0.4884], [-4.3745, 2.0451, -1.2882], [-2.1294, 0.9198, -3.5970], [0.4382, 0.2555, -2.7104], [2.1518, -0.2577, 2.4415], [3.0683, 1.0777, 0.6159], [2.6679, -1.8634, -0.7519], [-2.2882, 3.8310, -0.5294], [3.2065, -1.3382, 0.5642], [-3.1773, 0.6372, -3.7351], [-0.6128, -1.1464, -5.0395], [1.0835, -2.2988, 0.3024], [-2.0296, -2.0366, -4.4256], [-1.2188, 3.9871, -0.3763], [-4.6521, 1.0834, -1.7215], [0.5250, 1.0270, -1.9401], [-4.7150, 2.8505, -1.9438], [3.1324, -2.1312, 1.3109], [-2.6836, 4.5522, -1.2485], [1.6305, 0.6547, 2.7487], [1.1289, -0.5462, -2.4609], [-1.7005, 1.0421, -4.5975], [3.0651, -0.3054, 3.0535], [-1.0025, 2.5957, -2.8089], [3.5028, 0.9401, -0.3779], [3.2527, -2.7355, -1.0759], [4.2774, -1.1058, 0.4617], [0.7195, 0.7001, -3.6689], [-2.6359, 3.0124, -3.2958], [3.9091, 1.3400, 1.2773], [-4.8714, 2.1317, -0.3214], [2.7954, -1.0971, -1.5257], [-2.7819, 3.9753, 0.4336], [-0.4169, -2.4481, -3.8415]], "gap_ev": 7.5, "total_charge": -1}